[1]
The following is a quantum chemistry calculation of an isolated molecule of C6H6OS, from the OMol25 dataset.

HOMO = -0.3212 Ha
ΔE to the lowest compared entry with this formula, charge and spin = 4.834 eV
structure (SMILES) = C#C[C@@H]1[C@H]2OCS[C@H]12
Kohn-Sham gap = 9.549 eV

```
! wB97M-V def2-TZVPD RIJCOSX def2/J DEFGRID3
* xyz 0 1
C 2.11 -1.45 2.14
C 1.13 -1.30 1.47
C -0.05 -1.11 0.66
C -0.89 0.20 0.52
C -0.78 1.47 -1.65
C 0.07 -0.21 -0.53
H 2.99 -1.56 2.75
H -0.74 -1.95 0.66
H -1.88 -0.18 0.24
H 0.06 2.04 -2.08
H -1.69 1.71 -2.19
H 1.07 0.32 -0.42
O -0.52 0.07 -1.77
S -0.89 1.95 0.21
*
```

Results of the Mulliken charge analysis, in e, for atoms 1 through 4: atom 1 (C): 0.455, atom 2 (C): -0.932, atom 3 (C): -0.249, atom 4 (C): -0.197



[2]
The following is a quantum chemistry calculation of an isolated molecule of C6H6OS, from the OMol25 dataset.

HOMO = -0.3113 Ha
ΔE to the lowest compared entry with this formula, charge and spin = 3.697 eV
Kohn-Sham gap = 8.510 eV

```
! wB97M-V def2-TZVPD RIJCOSX def2/J DEFGRID3
* xyz 0 1
C -3.31 1.39 0.35
C -2.46 0.72 -0.17
C -0.27 -0.23 0.06
C 1.03 -0.76 -0.41
C 2.17 -1.04 0.52
C -1.35 0.01 -0.70
O 2.04 1.57 0.54
S 2.49 0.54 -0.38
H -4.15 1.91 0.57
H -0.25 0.07 1.14
H 0.98 -1.29 -1.37
H 2.83 -1.78 0.14
H 1.82 -0.86 1.49
H -1.59 -0.27 -1.78
*
```

Results of the Mulliken charge analysis, in e, for atoms 1 through 4: atom 1 (C): 0.243, atom 2 (C): -0.622, atom 3 (C): -0.070, atom 4 (C): -0.075



[3]
The following is a quantum chemistry calculation of an isolated ion of composition C6H6PS and charge -1, from the OMol25 dataset.

HOMO = -0.1081 Ha
ΔE to the lowest compared entry with this formula, charge and spin = 2.104 eV
Kohn-Sham gap = 6.690 eV

```
! wB97M-V def2-TZVPD RIJCOSX def2/J DEFGRID3
* xyz -1 1
C -0.65 2.12 0.00
C 0.70 1.80 -0.08
C -1.70 1.27 0.00
C 1.23 0.56 0.02
C -0.14 -1.01 0.05
C 0.61 -2.24 -0.09
P -1.69 -0.49 -0.02
S 2.81 0.08 0.05
H -1.00 3.15 0.12
H 1.50 2.52 -0.17
H -2.60 1.86 -0.03
H 0.51 -3.07 0.73
H 1.64 -2.19 -0.11
H 0.15 -2.72 -0.94
*
```

Results of the Mulliken charge analysis, in e, for atoms 1 through 4: atom 1 (C): -0.265, atom 2 (C): -0.274, atom 3 (C): -0.274, atom 4 (C): -0.206



[4]
The following is a quantum chemistry calculation of an isolated molecule of C6H6S, from the OMol25 dataset.

HOMO = -0.3097 Ha
ΔE to the lowest compared entry with this formula, charge and spin = 4.673 eV
structure (SMILES) = C=C1C[C@@H]2C=C2S1
Kohn-Sham gap = 9.062 eV

```
! wB97M-V def2-TZVPD RIJCOSX def2/J DEFGRID3
* xyz 0 1
C -1.93 1.25 0.41
C -0.76 1.10 -0.51
C -1.86 0.03 -0.06
C 0.52 -1.00 -0.07
C 0.60 0.52 -0.15
C 1.55 -1.79 0.11
S -1.19 -1.57 -0.12
H -2.50 2.01 1.07
H -0.87 1.53 -1.51
H 1.54 0.90 -0.77
H 1.06 0.91 0.81
H 1.40 -2.76 0.36
H 2.44 -1.14 0.45
*
```

Results of the Mulliken charge analysis, in e, for atoms 1 through 4: atom 1 (C): -0.222, atom 2 (C): -0.297, atom 3 (C): -0.011, atom 4 (C): 0.386



[5]
The following is a quantum chemistry calculation of C6H7Br9O3 as an isolated structure, from the OMol25 dataset.

HOMO = -0.3820 Ha
ΔE to the lowest compared entry with this formula, charge and spin = 0.660 eV
Kohn-Sham gap = 9.558 eV

```
! wB97M-V def2-TZVPD RIJCOSX def2/J DEFGRID3
* xyz 0 1
C -1.11 -1.94 -0.59
C -1.12 -0.46 -1.03
O -2.41 -0.29 -1.57
C -3.21 -1.26 -0.95
O -4.41 -1.21 -1.06
O -2.49 -2.20 -0.29
H -0.54 -2.19 0.29
H -0.72 -2.63 -1.35
H -0.50 -0.11 -1.84
H -0.96 0.13 -0.11
C 3.78 -0.67 -1.07
Br 4.66 -1.78 0.37
Br 3.33 1.06 -0.16
Br 2.08 -1.61 -1.58
H 4.43 -0.52 -1.92
C -1.30 3.58 -1.12
Br 0.38 3.84 -0.08
Br -1.45 4.98 -2.55
Br -2.76 3.56 0.10
H -1.16 2.63 -1.63
C 1.02 -0.65 3.70
Br 1.78 0.63 4.89
Br 2.23 -2.04 3.18
Br 0.25 0.25 2.12
H 0.20 -1.11 4.23
*
```

Results of the Mulliken charge analysis, in e, for atoms 1 through 4: atom 1 (C): -0.378, atom 2 (C): 0.316, atom 3 (O): -0.355, atom 4 (C): 0.538



[6]
The following is a quantum chemistry calculation of an isolated molecule of C6H7BrCl2O2, from the OMol25 dataset.

HOMO = -0.2654 Ha
ΔE to the lowest compared entry with this formula, charge and spin = 4.741 eV
Kohn-Sham gap = 6.756 eV

```
! wB97M-V def2-TZVPD RIJCOSX def2/J DEFGRID3
* xyz 0 1
C -2.44 0.73 0.05
C 0.09 -0.12 -0.30
C -2.14 -0.47 0.48
C 3.23 1.39 0.02
C -2.75 -1.69 1.04
C 2.34 0.42 -0.83
O -0.70 -0.65 0.54
O 1.39 -0.20 0.02
Cl -0.48 0.80 -1.65
Cl -2.80 -2.91 -0.28
Br -4.29 1.30 0.02
H 3.72 0.69 0.59
H 3.73 1.94 -0.81
H 2.44 2.01 0.55
H -3.88 -1.60 1.38
H -2.41 -2.04 1.95
H 3.09 -0.33 -1.05
H 1.86 0.73 -1.74
*
```

Results of the Mulliken charge analysis, in e, for atoms 1 through 4: atom 1 (C): -0.865, atom 2 (C): 0.778, atom 3 (C): 0.628, atom 4 (C): -0.823



[7]
The following is a quantum chemistry calculation of an isolated ion of composition C6H7BrClFN and charge +1, from the OMol25 dataset.

HOMO (spin up / spin down) = -0.4567 / -0.4595 Ha
Kohn-Sham gap (spin up / spin down) = 8.039 / 7.917 eV

```
! wB97M-V def2-TZVPD RIJCOSX def2/J DEFGRID3
* xyz 1 1
C -0.13 1.08 -0.66
C 1.03 1.75 -0.73
C -0.13 0.51 1.80
C 0.85 1.27 2.18
C -0.43 0.02 0.36
C 2.20 1.72 0.09
N 0.42 -1.15 -0.06
F 3.04 2.75 0.33
Cl 1.31 2.29 3.47
Br 3.36 0.09 -0.07
H -0.80 1.20 -1.49
H 1.05 2.39 -1.58
H -0.71 -0.04 2.48
H -1.42 -0.26 0.26
H 0.42 -1.96 0.63
H 1.43 -0.86 -0.06
H 0.05 -1.31 -1.05
*
```

Results of the Mulliken charge analysis, in e, for atoms 1 through 4: atom 1 (C): -0.525, atom 2 (C): 0.091, atom 3 (C): -0.528, atom 4 (C): 0.054



[8]
The following is a quantum chemistry calculation of C6H7BrI2O3 as an isolated structure, from the OMol25 dataset.

HOMO (spin up / spin down) = -0.2899 / -0.3422 Ha
ΔE to the lowest compared entry with this formula, charge and spin = 0.000 eV
<S²> = 2.028
Kohn-Sham gap (spin up / spin down) = 8.119 / 6.076 eV

```
! wB97M-V def2-TZVPD RIJCOSX def2/J DEFGRID3
* xyz 0 3
C 0.29 -2.17 -2.98
C 0.75 -1.30 -2.09
C -0.05 -0.13 0.67
C -1.10 2.68 1.53
C -0.91 1.35 2.25
C 1.09 -1.59 -0.72
O -1.09 -0.41 0.17
O 0.20 0.63 1.69
O 1.16 -0.62 0.21
Br 0.45 -3.24 -0.01
I 1.09 0.72 -2.62
I 3.87 -2.06 -0.95
H 0.04 -1.87 -3.98
H 0.13 -3.21 -2.72
H -0.16 3.21 1.50
H -1.46 2.51 0.52
H -1.83 3.28 2.07
H -1.82 0.74 2.18
H -0.65 1.49 3.30
*
```

Results of the Mulliken charge analysis, in e, for atoms 1 through 4: atom 1 (C): -0.828, atom 2 (C): 0.578, atom 3 (C): 0.648, atom 4 (C): -1.087



[9]
The following is a quantum chemistry calculation of a 2-piece molecular cluster, C6H7BrIN2 overall, from the OMol25 dataset.

HOMO = -0.4711 Ha
ΔE to the lowest compared entry with this formula, charge and spin = 0.000 eV
Kohn-Sham gap = 8.798 eV

```
! wB97M-V def2-TZVPD RIJCOSX def2/J DEFGRID3
* xyz 1 1
C -0.13 -1.48 -1.10
C 0.17 -0.38 -0.37
C -2.02 -0.67 -0.20
C 2.58 1.32 -0.40
C 2.39 0.07 -0.01
C -1.01 1.14 1.15
N -0.94 0.08 0.21
N -1.47 -1.63 -0.97
Br 3.06 -1.45 0.62
I -4.07 -0.34 0.40
H 0.55 -2.26 -1.52
H 3.49 1.64 0.01
H 2.16 2.10 -1.02
H 0.13 1.32 1.48
H -1.45 2.15 0.82
H -1.54 0.90 2.17
H -1.89 -2.51 -1.28
*
```

Results of the Mulliken charge analysis, in e, for atoms 1 through 4: atom 1 (C): -0.356, atom 2 (C): -0.062, atom 3 (C): -0.123, atom 4 (C): -0.407



[10]
The following is a quantum chemistry calculation of an isolated molecule of C6H7BrO, from the OMol25 dataset.

HOMO = -0.3583 Ha
ΔE to the lowest compared entry with this formula, charge and spin = 2.115 eV
structure (SMILES) = Br[C@]12C=C[C@H](CC1)O2
Kohn-Sham gap = 10.704 eV

```
! wB97M-V def2-TZVPD RIJCOSX def2/J DEFGRID3
* xyz 0 1
C 0.03 -1.68 0.37
C -1.08 -1.17 0.95
C 0.53 0.62 -0.58
C -0.85 1.22 0.05
C 0.22 -0.93 -0.96
C -1.62 -0.11 -0.01
O -1.15 -0.70 -1.37
Br -3.51 0.05 -0.09
H 0.82 -2.24 0.91
H -1.56 -1.56 1.86
H 0.58 1.19 -1.50
H 1.44 0.72 -0.03
H -0.73 1.52 1.16
H -1.32 1.94 -0.49
H 0.85 -1.47 -1.68
*
```

Results of the Mulliken charge analysis, in e, for atoms 1 through 4: atom 1 (C): -0.586, atom 2 (C): -0.486, atom 3 (C): -0.786, atom 4 (C): -0.815



[11]
The following is a quantum chemistry calculation of C6H7BrO as an isolated structure, from the OMol25 dataset.

HOMO = -0.3180 Ha
ΔE to the lowest compared entry with this formula, charge and spin = 2.697 eV
Kohn-Sham gap = 8.941 eV

```
! wB97M-V def2-TZVPD RIJCOSX def2/J DEFGRID3
* xyz 0 1
C 0.92 -1.58 -0.61
C -1.35 0.65 -0.55
C -2.14 1.66 -0.74
C 0.15 0.67 -0.76
C 0.72 -0.50 0.04
C 0.93 -0.28 1.50
O -2.73 2.59 -1.13
Br -2.14 -0.59 0.61
H 1.26 -2.42 -0.08
H 0.32 0.58 -1.77
H 0.57 1.71 -0.42
H 0.74 -1.66 -1.69
H 0.78 -1.35 1.98
H 0.12 0.20 1.91
H 1.84 0.32 1.71
*
```

Results of the Mulliken charge analysis, in e, for atoms 1 through 4: atom 1 (C): -0.989, atom 2 (C): 0.018, atom 3 (C): 0.441, atom 4 (C): -0.619



[12]
The following is a quantum chemistry calculation of C6H7BrOS as an isolated structure, from the OMol25 dataset.

HOMO (spin up / spin down) = -0.3027 / -0.2910 Ha
Kohn-Sham gap (spin up / spin down) = 7.446 / 6.477 eV

```
! wB97M-V def2-TZVPD RIJCOSX def2/J DEFGRID3
* xyz 0 1
C 0.39 -2.08 -0.38
C -1.90 0.92 -0.60
C 0.31 -3.07 0.42
C -0.66 1.36 0.15
C 0.44 0.62 -0.51
C 1.61 0.29 0.47
O 0.55 -3.96 1.15
S -0.51 -0.85 -1.11
Br -3.42 0.51 0.40
H -2.01 1.01 -1.66
H -0.53 2.39 0.11
H -0.80 1.08 1.14
H 0.90 1.17 -1.48
H 2.58 0.18 -0.12
H 1.47 -0.70 0.74
H 1.58 1.09 1.29
*
```

Results of the Mulliken charge analysis, in e, for atoms 1 through 4: atom 1 (C): -0.985, atom 2 (C): -0.449, atom 3 (C): 1.092, atom 4 (C): -0.983



Number 1: F_max 1.47 eV Å⁻¹. Number 2: F_max 2.80 eV Å⁻¹. Number 3: F_max 5.67 eV Å⁻¹. Number 4: F_max 4.17 eV Å⁻¹. Number 5: F_max 2.70 eV Å⁻¹. Number 6: F_max 5.55 eV Å⁻¹. Number 7: F_max 3.62 eV Å⁻¹. Number 8: F_max 1.97 eV Å⁻¹. Number 9: F_max 5.68 eV Å⁻¹. Number 10: F_max 6.49 eV Å⁻¹. Number 11: F_max 3.73 eV Å⁻¹. Number 12: F_max 3.29 eV Å⁻¹.